# 1
18
Properties=species:S:1:pos:R:3:mulliken_charge:R:1 method="wB97M-V/def2-TZVPD" de_lowest_kcal_mol=76.91 homo_ev="-8.6 / -8.4"
C 1.8723 -0.2756 0.3120 0.7450
C -2.5130 2.6258 0.0123 -0.5096
C -0.8559 -0.4771 -0.9232 0.3757
C 2.9526 -1.2020 0.6780 -1.1778
N -1.5981 1.5792 -0.0992 -0.2862
N -1.5601 0.5644 -0.8089 -0.0389
O 1.8793 0.8482 -0.0568 -0.4448
O -0.4237 -0.7524 1.7156 -0.5782
O 0.3606 -2.5536 0.2131 -0.6738
S -4.3044 2.5527 0.3390 -0.0913
S -0.7189 -1.4163 -2.3759 -0.2534
S 0.1639 -1.1429 0.4683 1.0079
H -2.1013 3.2713 0.7963 0.3446
H -2.4967 3.1994 -0.9270 0.3320
H 2.9749 -1.2910 1.7669 0.3226
H 2.7271 -2.1901 0.2804 0.3790
H 3.9210 -0.8444 0.3257 0.3369
H -0.2796 -2.4954 -1.7166 0.2104

# 2
14
Properties=species:S:1:pos:R:3:mulliken_charge:R:1 method="wB97M-V/def2-TZVPD" smiles=CN.CN de_lowest_kcal_mol=18.90 homo_ev=-8.9
N 2.2526 -3.9116 -0.0968 -0.5373
C 2.7411 -3.0987 0.9727 -0.5864
H 2.8911 -4.0685 -0.8843 0.2076
H 1.3541 -3.6371 -0.5092 0.1992
H 2.6832 -2.0536 0.6245 0.2401
H 3.7847 -3.3184 1.2541 0.2597
H 2.1051 -3.2071 1.8673 0.2170
N -2.7187 4.1740 -0.7661 -0.5693
C -2.6784 2.8352 -0.2135 -0.6206
H -1.9167 4.6571 -0.3464 0.2304
H -2.5389 4.1485 -1.7759 0.2286
H -3.1847 2.8594 0.7661 0.2176
H -1.6212 2.5624 -0.0565 0.2394
H -3.1534 2.0584 -0.8360 0.2740

# 3
66
Properties=species:S:1:pos:R:3:mulliken_charge:R:1 method="wB97M-V/def2-TZVPD" spin_multiplicity=2 de_lowest_kcal_mol=0.00 charge=-2 homo_ev="-1.8 / -1.8"
Yb 0.3155 0.5762 -0.3389 0.2560
C 0.6868 -0.9913 2.4043 0.3643
C 1.5788 0.1009 2.4930 0.9000
C 2.4486 0.0494 1.3877 0.4683
C 2.0921 -1.0814 0.5966 1.6850
C 0.9969 -1.7227 1.2410 0.3746
C 0.3886 -3.0424 0.8643 -1.6042
C 3.0040 -1.7065 -0.4267 -1.7688
C 3.6758 0.8975 1.2035 -1.5519
C 1.6807 1.0943 3.6136 -1.9333
C -0.3400 -1.4012 3.4182 -1.6345
H -0.6955 -3.0420 1.0038 0.1803
H 0.7966 -3.8579 1.4750 0.3461
H 0.5742 -3.2806 -0.1839 0.2975
H 3.8750 -2.1585 0.0661 0.3136
H 3.3722 -0.9724 -1.1463 0.2982
H 2.4929 -2.4958 -0.9790 0.3610
H 3.5078 1.7488 0.5424 0.0369
H 4.4904 0.3072 0.7734 0.3330
H 4.0122 1.2903 2.1673 0.4106
H 0.9190 0.9119 4.3757 0.3865
H 1.5719 2.1228 3.2569 0.1549
H 2.6571 1.0264 4.1061 0.4913
H -1.2189 -1.8436 2.9399 0.3146
H -0.6863 -0.5539 4.0145 0.4119
H 0.0585 -2.1486 4.1145 0.2969
Cl -6.3126 -1.0920 2.4749 -0.3269
C -4.8108 -1.0641 1.5730 0.7109
C -4.6387 -1.9514 0.5454 -0.4632
C -3.4543 -1.9407 -0.1877 -0.4191
I -3.1467 -3.3647 -1.6980 -0.0769
C -2.3961 -1.0462 0.0438 -0.2155
O -1.3190 -1.0323 -0.6299 0.2322
C -2.6030 -0.1328 1.1542 0.3967
N -1.5744 0.7049 1.4300 0.8175
C -1.6776 1.5201 2.4527 -0.1867
C -2.8144 1.5744 3.2720 -1.4529
C -3.8739 0.7550 3.0036 -0.9342
C -3.7964 -0.1449 1.9201 -0.1470
H -5.4186 -2.6629 0.3122 0.4052
H -0.8348 2.1748 2.6345 0.5393
H -2.8417 2.2679 4.1017 0.4227
H -4.7709 0.7764 3.6077 0.4014
S 0.6771 3.0787 0.7881 -0.3804
C 1.2888 3.9707 -0.5816 0.6597
C 1.1363 5.3869 -0.4755 -0.2806
N 0.9961 6.5248 -0.3473 -0.6557
C 1.9295 3.4445 -1.6664 0.6012
S 2.2584 1.7557 -1.9517 -0.4127
C 2.4411 4.3410 -2.6552 -0.2550
N 2.8630 5.0430 -3.4670 -0.6434
C 1.7080 -2.2707 -3.9163 -1.5286
C 0.6181 -1.4289 -3.3022 1.1474
C -0.6907 -1.3816 -4.0203 -1.1893
O 0.8192 -0.8106 -2.2821 -0.1926
H 1.7051 -2.1615 -5.0009 0.4430
H 1.5102 -3.3190 -3.6771 0.3486
H 2.6728 -1.9865 -3.5023 0.2829
H -0.9861 -2.3776 -4.3529 0.3744
H -0.5787 -0.7463 -4.9054 0.2398
H -1.4535 -0.9556 -3.3713 0.0366
N -0.5344 1.1931 -6.2419 -0.7452
C -0.8403 1.6767 -5.2283 0.7348
N -1.2662 2.2475 -4.1421 -0.8604
C -1.1265 1.9176 -2.9213 0.8531
N -1.1177 1.6898 -1.7720 -0.4701

# 4
35
Properties=species:S:1:pos:R:3:mulliken_charge:R:1 method="wB97M-V/def2-TZVPD" spin_multiplicity=5 charge=+1 homo_ev="-7.4 / -11.7"
C 1.5438 -0.8289 -3.2690 -0.4175
C 0.3197 -0.3061 -3.7920 -0.5463
C -0.7127 -1.2454 -3.5450 -0.5357
C -0.1361 -2.3624 -2.8807 -0.5214
C 1.2569 -2.0995 -2.7287 -0.3803
Os 0.1089 -0.6674 -1.8409 0.5563
P -0.4152 1.6292 -1.4066 -0.1978
H 2.5177 -0.3244 -3.3479 0.4001
H 0.2260 0.5715 -4.4207 0.6104
H -1.7260 -1.1731 -3.8825 0.4645
H 1.9920 -2.7878 -2.2897 0.4192
H -0.6294 -3.3115 -2.7004 0.4891
H -1.5857 2.1330 -0.7328 0.1227
H -0.5569 2.3889 -2.6235 0.1484
H 0.7145 2.3158 -0.8078 0.1365
C -2.6950 0.1636 1.7647 -1.1893
N -1.3025 0.4607 2.0614 0.1959
C -1.0987 1.6954 2.8325 -1.1825
C -0.3336 -0.2241 1.4326 0.0808
S -0.7335 -1.4144 0.2418 -0.3232
N 0.9720 -0.0119 1.6844 0.2816
C 1.4161 0.5763 2.9422 -1.1335
C 1.9616 -0.7877 0.9682 -0.8433
H -3.2961 0.5974 2.5610 0.4742
H -2.8500 -0.9148 1.7356 0.4168
H -3.0212 0.5967 0.8136 0.3143
H -0.8795 1.4851 3.8947 0.3024
H -0.3246 2.3458 2.3984 0.3527
H -2.0498 2.2420 2.8021 0.4755
H 2.4414 0.2555 3.1438 0.4272
H 1.4548 1.6729 2.8603 0.3066
H 0.7791 0.2678 3.7845 0.3238
H 1.8416 -1.8579 1.1537 0.3636
H 1.8557 -0.6098 -0.1146 0.1475
H 2.9447 -0.4706 1.3073 0.4607

# 5
11
Properties=species:S:1:pos:R:3:mulliken_charge:R:1 method="wB97M-V/def2-TZVPD" smiles="O=S(=O)([O-])N(O)S(=O)(=O)[O-]" de_lowest_kcal_mol=0.00 charge=-2 homo_ev=-1.4
N 0.2070 0.0605 0.7149 -0.0689
O 1.8942 -1.5639 1.0962 -0.7433
O -1.0439 0.7797 -1.3277 -0.7455
O 1.9953 -0.5858 -1.0854 -0.6783
O 0.1717 -2.0889 -0.4926 -0.7148
O -2.3853 -0.5174 0.4123 -0.6431
O -1.7304 1.7618 0.6681 -0.6608
O 0.7892 1.2938 0.4294 -0.4545
S 1.1266 -1.0908 -0.0411 1.2372
S -1.4300 0.4850 0.0579 1.1236
H 0.4056 1.4659 -0.4321 0.3484

# 6
144
Properties=species:S:1:pos:R:3:mulliken_charge:R:1 method="wB97M-V/def2-TZVPD" homo_ev=-9.6
C -9.1126 -6.9504 0.8348 -0.7150
O -10.1116 -6.0726 1.3247 -0.1753
H -9.0305 -7.8533 1.4507 0.2563
H -9.2686 -7.1990 -0.2164 0.3593
H -8.1651 -6.4284 0.9155 0.1362
H -10.9514 -6.4020 0.9944 0.3123
C -6.8567 -3.0001 2.0708 0.0477
O -6.7776 -2.3615 0.8088 -0.5508
H -7.8292 -2.8549 2.5549 -0.1115
H -6.6768 -4.0592 1.9380 -0.0112
H -6.0903 -2.6163 2.7521 0.2913
H -6.7865 -1.4117 0.9552 0.3059
O -14.4762 -10.0533 8.3706 -0.6633
S -14.3842 -8.6847 8.0066 1.2604
O -15.3401 -7.7385 8.4717 -0.6562
O -12.9855 -8.1253 8.5140 -0.2138
C -11.8458 -9.0186 8.4287 0.2798
C -11.5674 -9.6365 9.7783 -1.4218
C -14.1896 -8.5241 6.2800 -0.7027
H -11.0172 -8.3692 8.1445 -0.1716
H -11.9807 -9.7621 7.6445 0.5739
H -10.5618 -10.0589 9.8281 0.3832
H -12.2581 -10.4419 10.0385 0.4281
H -11.7175 -8.8852 10.5557 0.1337
H -14.3257 -7.4695 6.0561 0.0768
H -14.9356 -9.1538 5.8010 0.5684
H -13.1880 -8.8372 5.9979 0.1948
O -0.5268 -6.4839 4.6712 -0.6467
S -0.8851 -6.1259 5.9837 1.2090
O -0.7991 -4.7826 6.4176 -0.6245
O -2.3696 -6.6408 6.1401 -0.1743
C -3.0581 -6.3340 7.3719 -0.6309
C -4.1869 -5.3636 7.0606 -0.7101
C -0.0085 -7.1443 7.1391 -0.9660
H -2.4074 -5.8267 8.0844 0.5551
H -3.4266 -7.2690 7.7863 0.2507
H -4.7285 -5.5874 6.1462 -0.1400
H -3.8022 -4.3436 6.9979 0.4237
H -4.9087 -5.3321 7.8848 0.3619
H 1.0383 -6.8649 7.0006 0.4040
H -0.1259 -8.1775 6.8338 0.3138
H -0.2939 -6.8585 8.1443 0.3289
O -16.4382 -2.4370 2.5430 -0.6936
S -15.4102 -3.4171 2.4254 1.2888
O -14.8417 -3.7303 1.1791 -0.5761
O -14.1870 -3.0044 3.3113 -0.1810
C -14.3711 -2.4600 4.6080 0.2126
C -14.5521 -0.9661 4.6408 -1.4969
C -15.9084 -4.8812 3.2743 -0.7716
H -13.4431 -2.7093 5.1298 -0.1078
H -15.1453 -2.9824 5.1814 0.3600
H -15.5544 -0.6313 4.3729 0.4524
H -13.8505 -0.4680 3.9710 0.2732
H -14.3602 -0.6370 5.6651 0.3776
H -16.4216 -4.6013 4.1876 0.3914
H -15.0278 -5.5084 3.3386 -0.0421
H -16.6642 -5.3413 2.6341 0.4857
O -12.2692 -7.3237 0.1728 -0.8574
S -13.4353 -7.7366 0.8735 1.4871
O -14.6300 -6.9718 0.7954 -0.5949
O -13.7017 -9.1952 0.3805 -0.3925
C -14.8502 -9.9099 0.8734 -0.1252
C -16.0578 -9.6987 -0.0019 -1.1246
C -13.0429 -7.9175 2.5725 -0.4845
H -15.0692 -9.6108 1.9045 0.0986
H -14.5526 -10.9535 0.9589 0.4247
H -16.3410 -8.6502 -0.0107 0.2641
H -16.8841 -10.3071 0.3660 0.3896
H -15.8174 -9.9998 -1.0218 0.3044
H -12.0947 -8.4213 2.7385 0.4497
H -13.8397 -8.4344 3.1049 0.2954
H -13.0049 -6.9223 3.0199 -0.3109
O -12.8362 -5.4364 5.2286 -0.1411
S -11.5729 -5.9001 5.6921 0.8216
O -11.2551 -7.2914 5.6043 -0.6898
O -10.5140 -5.0462 4.9440 0.3890
C -9.1302 -5.5054 4.7708 -0.3146
C -8.3669 -5.5996 6.0662 0.8677
C -11.3560 -5.4187 7.3522 0.8529
H -8.7068 -4.7535 4.1084 -0.0944
H -9.1240 -6.4356 4.2064 0.1784
H -7.3286 -5.8369 5.8362 -0.0997
H -8.7696 -6.3683 6.7269 -0.3234
H -8.3728 -4.6481 6.6018 -0.2727
H -11.3274 -4.3547 7.5556 0.3015
H -10.5484 -5.9678 7.8232 -0.4071
H -12.2416 -5.7976 7.8668 -1.0941
O -12.0238 -1.4101 8.4093 -0.7057
S -11.0721 -0.8951 7.4751 0.9802
O -11.1291 -1.2672 6.1043 -0.3417
O -11.0974 0.6892 7.6106 -0.2504
C -11.2174 1.4528 6.3730 0.2335
C -11.3058 2.9120 6.7710 -1.3388
C -9.4320 -1.2080 8.0746 -0.7185
H -12.0984 1.1541 5.8041 0.0632
H -10.3446 1.2394 5.7564 0.3382
H -12.1003 3.0674 7.4964 0.3181
H -11.3593 3.5320 5.8832 0.3880
H -10.3862 3.1403 7.3223 0.3130
H -9.4644 -1.1935 9.1603 0.4800
H -8.7917 -0.4390 7.6552 0.3302
H -9.1400 -2.1915 7.7145 -0.0479
C -7.0028 -8.8055 8.4287 -0.6088
N -5.7610 -8.9116 7.6223 0.7500
O -5.6779 -8.1616 6.6716 -0.3820
O -4.9400 -9.7512 7.9254 -0.5654
H -7.1963 -7.7445 8.5354 0.1263
H -6.8968 -9.3521 9.3525 0.3297
H -7.7813 -9.1969 7.7734 0.3124
C -14.1993 -4.9722 9.9234 -0.4472
N -13.3151 -5.4354 11.0259 0.9905
O -13.8200 -5.7339 12.0855 -0.5955
O -12.1241 -5.4977 10.7846 -0.5135
H -13.9240 -3.9248 9.7592 0.3073
H -15.2346 -5.0582 10.2119 0.3244
H -13.8938 -5.4694 9.0143 -0.0991
C -9.5874 -7.3276 12.0487 -0.8330
N -8.9059 -6.9748 10.7824 0.8087
O -9.6092 -6.7129 9.8231 -0.2212
O -7.6926 -7.0119 10.7601 -0.5683
H -9.8870 -8.3720 11.9627 0.2797
H -10.4924 -6.7403 12.1784 0.2184
H -8.9082 -7.2209 12.8846 0.3229
C -4.2750 -7.3939 3.6703 -0.6036
N -5.1898 -6.2376 3.4105 0.9466
O -4.6837 -5.1309 3.3556 -0.5137
O -6.3867 -6.4625 3.3681 -0.4103
H -4.5796 -8.1798 2.9842 0.2622
H -4.4348 -7.6742 4.7038 0.1346
H -3.2814 -7.0419 3.4253 0.2842
C -11.0965 -2.9518 2.3989 -0.0068
N -10.6269 -1.5690 2.1833 1.0483
O -10.8943 -1.0342 1.1308 -0.6106
O -9.9424 -1.0660 3.0603 -0.5626
H -11.7163 -3.2537 1.5619 0.3047
H -11.5986 -3.0845 3.3491 -0.2625
H -10.2373 -3.6215 2.3697 0.0309
C -5.8855 -1.3961 8.8184 -0.8324
N -5.7884 -2.0382 7.4884 0.7721
O -6.6809 -2.8000 7.1607 -0.3074
O -4.8051 -1.7911 6.8341 -0.5046
H -6.4313 -2.0315 9.5066 0.3085
H -6.4670 -0.4809 8.6957 0.2673
H -4.8967 -1.1349 9.1706 0.3374

# 7
9
Properties=species:S:1:pos:R:3:mulliken_charge:R:1 method="wB97M-V/def2-TZVPD" de_lowest_kcal_mol=111.87 homo_ev=-10.5
B 1.1873 -0.0547 0.2354 -0.0159
C -1.3984 -0.3198 0.0293 0.0867
C -0.3261 0.5951 0.0830 -0.3505
O -2.5116 -0.0359 0.3058 -0.4007
H 2.2174 0.4769 0.1796 -0.0459
H 1.3528 -1.1066 0.6129 -0.0967
H -1.0915 -1.4200 -0.1251 0.2422
H -0.2628 1.6904 -0.1480 0.3706
H 0.8329 0.1747 -1.1729 0.2100

The records above yield total energy values of -45867.9155 -5215.5321 -116307.3494 -36252.4938 -37507.8012 -167614.6986 -4875.0862 eV, respectively.